49
Properties=species:S:1:pos:R:3 method="wB97M-V/def2-TZVPD" orbital_gap_ev="7.665 / 7.878" spin_multiplicity=3 homo_ev="-11.63 / -11.73" total_charge=+1
H -0.71 -1.08 -2.84
C -1.20 -1.72 1.99
C -2.41 0.75 -0.09
C -2.15 -2.65 2.37
C -2.15 -3.15 3.67
C -1.21 -2.76 4.60
H 0.78 3.58 0.29
H -3.19 -1.21 0.34
C -0.84 2.29 0.99
O -0.05 -1.69 -2.47
N -1.06 1.41 -0.22
H -2.84 1.09 0.86
H 0.64 3.41 2.03
C -0.98 2.26 -1.44
H 1.36 2.12 1.11
C 2.45 -1.14 -3.47
C -2.28 -0.76 -0.08
H -3.07 1.11 -0.88
N 2.40 -0.10 0.04
H -2.17 -1.17 -1.08
C -0.25 -1.84 4.22
H 5.01 -0.44 -1.46
F 0.66 -0.42 2.53
H -1.59 3.10 0.96
H 2.62 -0.24 -4.07
C -0.27 -1.34 2.94
F 0.67 -1.41 5.07
C -1.18 1.53 -2.76
H -1.73 3.05 -1.33
H -1.22 -3.17 5.60
H -1.22 2.26 -3.56
H -0.01 2.75 -1.45
C 2.92 -0.11 -1.17
H 4.58 1.10 -0.71
F -3.06 -3.10 1.50
O 2.96 0.39 1.06
N 0.77 -0.87 -1.69
C 0.56 2.87 1.08
H -0.35 0.87 -2.98
H -2.12 0.97 -2.80
N -1.08 -1.09 0.73
H 3.42 -1.65 -3.40
H -1.06 1.68 1.86
C 1.99 -0.73 -2.12
C 4.28 0.38 -1.48
F -3.07 -4.05 3.98
H 4.33 0.85 -2.46
V 0.41 -0.14 0.14
H 1.74 -1.78 -3.97

100
Properties=species:S:1:pos:R:3 method="wB97M-V/def2-TZVPD" orbital_gap_ev="5.533 / 5.526" spin_multiplicity=2 homo_ev="-6.63 / -6.63"
N -5.94 3.97 1.36
H -0.32 -8.71 -5.47
C -1.61 -0.45 1.25
Ti 0.48 1.67 0.75
C -3.10 -1.75 -0.15
C -2.66 4.51 -0.28
C 5.18 3.92 1.37
H -0.89 0.11 -1.96
C 2.95 -1.44 -1.14
H 1.81 2.96 6.97
C 1.95 2.86 4.70
N 1.23 1.85 -1.01
C 0.41 -6.78 -5.88
C -1.61 3.63 2.06
N 2.90 4.78 1.48
C -1.38 4.01 -0.20
C -9.35 3.57 -0.14
H 5.91 -5.87 -1.87
H 2.15 2.10 -3.36
H 0.18 1.33 7.21
H -1.05 3.45 3.01
C -3.53 4.34 0.83
H -2.99 4.94 -1.24
N -0.88 3.36 0.89
C -7.18 4.07 0.69
H 6.36 -8.19 -0.85
H 1.02 -4.36 -3.55
H 4.00 -1.23 -1.06
C 2.74 -6.90 -1.23
C 0.87 -5.38 -3.91
C 3.37 5.95 1.07
H -4.07 -2.26 -0.16
C 5.35 -7.81 -1.01
H -0.76 4.01 -1.05
C -0.05 0.91 5.08
C 3.80 -6.13 -1.70
H 5.76 3.11 1.63
H 2.48 -2.28 -0.55
N -1.17 0.22 0.17
H 6.71 5.21 0.70
H 2.92 -0.34 1.89
O 1.00 2.98 -1.58
H -3.45 3.96 3.06
C 3.76 3.77 1.56
H -0.85 0.15 5.15
H 5.00 7.17 0.21
C -2.53 -1.50 1.11
H -9.76 3.90 -2.13
H -2.71 -1.55 -2.27
C 4.29 -8.66 -0.71
C -1.26 -0.01 2.66
C -4.97 4.42 0.55
C 3.30 2.43 2.07
H 2.77 3.55 4.65
H 2.66 -1.60 -2.18
S 1.09 -6.35 -1.30
H 2.10 -8.84 -0.53
O 4.21 1.64 2.25
H -2.83 -2.01 2.02
C -1.48 -0.29 -1.07
N -0.43 1.11 2.66
O 2.14 -0.77 1.46
N 1.78 0.10 0.47
C 1.48 2.13 3.59
C 0.16 -7.84 -5.02
H -5.91 3.75 2.35
N 1.96 2.20 2.29
H -7.55 5.32 -2.40
C 2.98 -8.22 -0.80
N -5.44 4.77 -0.63
C 5.12 -6.56 -1.58
C -9.06 4.13 -1.34
H 4.44 -9.70 -0.51
H 2.11 0.29 -3.77
C 0.50 1.55 6.20
H -8.70 3.06 1.92
C -2.93 3.90 2.07
H -10.36 3.19 -0.08
H 3.50 -5.19 -2.12
C 4.73 6.18 0.69
H 2.65 6.78 0.95
C -6.78 4.57 -0.61
C -7.81 4.75 -1.52
C 0.87 -5.58 -5.30
C 2.47 1.11 -3.07
C 2.04 0.96 -1.61
C -8.48 3.54 0.92
H 0.30 -8.53 -2.97
C 0.40 -7.71 -3.66
C 1.49 2.52 5.99
C 0.79 -6.48 -3.10
O 0.21 -7.38 -0.67
H 1.22 -4.74 -5.93
C 0.36 1.26 3.78
H 0.23 -6.90 -6.94
O -1.74 -0.67 3.58
H 3.57 1.17 -3.03
C -2.49 -1.19 -1.29
C 2.28 -0.14 -0.74
C 5.61 5.13 0.91

78
Properties=species:S:1:pos:R:3 method="wB97M-V/def2-TZVPD" orbital_gap_ev="4.576 / 7.633" spin_multiplicity=3 homo_ev="-4.59 / -7.63"
H 3.43 -3.32 -1.96
H 3.92 -1.59 3.12
H -1.81 1.86 5.62
C -1.40 1.05 5.03
H 0.08 -0.72 -1.07
C -2.89 0.43 0.84
H -3.35 1.87 -2.66
I 1.22 8.32 -1.34
C -2.35 -2.22 -1.90
H -0.22 -0.77 -3.98
C 2.71 -0.25 -2.51
C -0.84 -1.23 4.67
C -1.46 -3.12 0.87
C -0.81 2.05 -1.77
H -5.35 0.93 -1.45
C -4.15 0.42 0.30
H -2.10 -2.09 -2.95
H -3.20 -2.90 -1.84
C -0.33 -0.87 3.44
H -1.81 -0.51 6.45
C 1.13 4.08 -0.39
C -4.37 0.92 -1.00
H 1.59 5.33 -2.06
Ti 0.11 1.14 0.82
C -0.86 1.33 3.78
O 0.56 2.87 1.60
C 1.01 6.49 -0.35
H 0.40 7.38 1.50
H 0.11 -1.61 2.78
H -0.81 -2.27 4.98
H 1.07 -1.46 -4.97
C 2.12 -2.90 0.57
H 1.67 3.01 -2.16
N -0.33 0.39 2.99
C -1.39 -0.25 5.48
C 3.01 -2.86 1.63
C 0.46 5.24 1.61
C 3.22 -1.66 2.30
Si 1.59 -1.74 -2.58
H -0.13 -2.52 -4.22
H -0.98 3.13 -1.91
H 3.36 -0.20 -3.39
H -4.96 0.02 0.89
H 2.11 0.66 -2.46
H -2.72 0.06 1.84
H -0.24 -4.58 -2.65
C -0.48 -4.62 -1.59
H 3.16 -3.26 -3.69
H -1.35 -5.28 -1.48
H -0.84 2.34 3.39
C 1.27 5.31 -1.02
H 2.35 2.36 -0.69
H 2.57 0.38 2.43
Si -0.93 -2.93 -0.92
C 1.43 2.79 -1.11
N 1.60 -0.60 0.90
C 2.49 -0.57 1.91
C 0.47 -1.62 -4.07
H 1.95 -3.81 0.02
H 3.54 -3.76 1.92
C 0.61 6.47 0.97
N -1.77 0.92 0.17
C 0.54 -1.72 -0.99
H -1.77 -2.16 1.28
H -2.33 -3.79 0.93
H 3.35 -0.27 -1.63
H 2.08 -4.21 -2.68
C 1.44 -1.73 0.19
H -0.70 1.63 -2.79
H 0.35 -5.09 -1.06
C 2.65 -3.28 -2.72
C -2.01 1.44 -1.10
I -0.14 5.23 3.60
C -3.25 1.44 -1.67
C 0.71 4.03 0.96
N 0.37 1.82 -0.96
H -0.68 -3.54 1.49
H -2.67 -1.26 -1.50